C27H31N3O7 | ωB97M-V/def2-TZVPD

Geometry (Å):
C -5.238 -1.506 -2.150
C -4.018 -1.783 -1.731
C -2.853 -2.050 -2.649
N -1.572 -1.930 -2.008
C -1.152 -2.792 -1.031
C -1.684 -4.017 -0.653
C -1.046 -4.728 0.352
C 0.089 -4.238 0.975
C 0.630 -3.017 0.588
C 0.011 -2.313 -0.417
C 0.391 -0.999 -1.074
C 1.699 -1.118 -1.869
C 2.776 -0.837 -0.815
C 3.938 -0.018 -1.385
O 3.813 1.095 -1.818
O 5.053 -0.734 -1.414
C 6.218 -0.061 -1.879
N 2.086 -0.035 0.198
C 2.865 0.650 1.124
O 4.067 0.527 1.060
C 2.122 1.485 2.117
C 3.031 2.048 3.215
C 3.480 0.935 4.157
C 2.293 3.140 3.985
C 0.747 -0.001 -0.012
N -0.086 0.747 0.614
C -1.352 0.857 0.089
C -2.235 1.744 0.927
O -2.898 1.357 1.849
O -2.130 3.016 0.547
C -2.906 3.950 1.289
C -1.736 0.357 -1.107
C -2.927 0.871 -1.803
O -3.032 0.922 -3.007
O -3.861 1.340 -0.965
C -5.006 1.914 -1.575
C -0.886 -0.646 -1.869
H -6.052 -1.348 -1.463
H -5.471 -1.433 -3.200
H -3.799 -1.855 -0.673
H -2.929 -3.074 -3.038
H -2.879 -1.368 -3.502
H -2.576 -4.406 -1.117
H -1.454 -5.679 0.661
H 0.557 -4.803 1.766
H 1.510 -2.633 1.084
H 1.822 -2.096 -2.330
H 1.734 -0.345 -2.640
H 3.183 -1.749 -0.367
H 6.531 0.679 -1.141
H 6.982 -0.824 -2.003
H 6.013 0.442 -2.826
H 1.646 2.296 1.559
H 1.311 0.896 2.549
H 3.917 2.479 2.738
H 2.620 0.468 4.634
H 4.128 1.334 4.934
H 4.033 0.176 3.610
H 2.926 3.542 4.772
H 1.392 2.737 4.441
H 2.010 3.955 3.324
H -2.763 4.914 0.807
H -2.566 3.984 2.325
H -3.958 3.660 1.272
H -5.690 2.160 -0.766
H -4.729 2.811 -2.134
H -5.462 1.195 -2.259
H -0.679 -0.249 -2.871

ΔE to the lowest compared entry with this formula, charge and spin, kJ/mol: 0.0
E_HOMO, eV: -7.80
Strongest force on any atom, eV/A: 1.25
Charge: 0
Energy, hartree: -1738.4425
LUMO level, eV: -0.1
SMILES: C=CCN1c2ccccc2[C@]23C[C@@H](C(=O)OC)N(C(=O)CC(C)C)C2=NC(C(=O)OC)=C(C(=O)OC)[C@H]13
Kohn-Sham gap, eV: 7.688

Results of the Mulliken charge analysis, in e, for atoms 1 through 8:
1. C -1.21
2. C 0.53
3. C -1.54
4. N 0.22
5. C -0.12
6. C -0.85
7. C -0.62
8. C -1.19